Below is a molecular structure, CsH6O3 at a distorted geometry, with properties calculated with ωB97M-V/def2-TZVPD.

**Total charge**: +1
**Energy**: -6782.4227 eV
**Highest occupied orbital energy**: -0.5908 Eh
**ΔE to the lowest compared entry with this formula, charge and spin**: 18.0 kcal/mol
**Orbital gap**: 12.30 eV

```
10
CsH6O3 | the OMol25 dataset | ωB97M-V/def2-TZVPD
Cs -0.42550 -1.17560 -0.11640
O 2.56950 -1.18560 -0.14040
H 2.71550 -0.32960 -0.54040
H 2.45050 -0.97260 0.79060
O -0.34650 1.19440 2.02860
H 0.18250 0.41140 2.04160
H -0.77150 1.08840 2.86960
O -1.86950 0.12240 -2.22940
H -2.17150 0.79440 -1.64640
H -2.33350 0.05240 -3.05740
```

Charges per atom according to Mulliken partitioning, unit e: number 1, Cs, carries 1.042; number 2, O, carries -0.695; number 3, H, carries 0.359; number 4, H, carries 0.339; number 5, O, carries -0.603; number 6, H, carries 0.226; number 7, H, carries 0.344; number 8, O, carries -0.640; number 9, H, carries 0.337; number 10, H, carries 0.291